55
Properties=species:S:1:pos:R:3 method="wB97M-V/def2-TZVPD" e_homo_ev="-12.993 / -14.422" largest_force_ev_per_a=4.49 charge=+2 de_lowest_kcal_mol=72.6 gap_ha="0.1869 / 0.1283" spin_multiplicity=5
P 0.93 -2.17 -0.97
P 1.04 1.38 -1.95
C 0.19 -1.28 -2.40
C 0.95 -0.10 -3.04
H -0.82 -1.02 -2.06
H 0.13 -2.11 -3.13
H 1.96 -0.38 -3.38
H 0.34 0.16 -3.92
C -0.58 2.10 -2.59
H -0.89 2.90 -1.92
H -1.36 1.34 -2.68
H -0.39 2.54 -3.58
C 1.94 2.79 -2.73
H 1.35 3.25 -3.53
H 2.92 2.52 -3.12
H 2.08 3.56 -1.95
C -0.27 -3.54 -0.83
H -0.14 -4.10 0.09
H -0.15 -4.22 -1.68
H -1.27 -3.09 -0.79
C 2.64 -2.59 -1.62
H 3.14 -1.69 -1.96
H 2.39 -3.32 -2.37
H 3.35 -3.07 -0.90
Pt 2.07 -2.32 0.73
C -0.61 2.73 2.09
C -1.87 3.06 1.73
C -2.62 2.74 0.49
C -3.53 1.50 0.56
C -2.79 0.20 0.41
C -1.64 -0.06 1.03
C -0.40 0.67 0.56
C 0.28 1.67 1.50
C 1.24 -3.90 1.96
H -0.10 3.37 2.83
H -2.40 3.68 2.45
H -1.95 2.62 -0.37
H -3.24 3.61 0.28
H -4.03 1.48 1.55
H -4.29 1.58 -0.22
H -3.27 -0.52 -0.26
H -1.44 -1.01 1.56
H -0.61 1.21 -0.36
H 0.36 -0.09 0.26
H 0.76 1.06 2.29
H 1.12 2.11 0.95
H 1.90 -3.88 2.82
H 1.27 -4.95 1.59
H 0.20 -3.71 2.29
B 0.79 -0.20 4.46
C 1.56 -0.92 3.38
N 1.96 -1.41 2.41
H 1.49 -0.25 5.43
H -0.25 -0.87 4.58
H 0.57 0.93 4.04

33
Properties=species:S:1:pos:R:3 method="wB97M-V/def2-TZVPD" e_homo_ev=-9.502 largest_force_ev_per_a=6.61 de_lowest_kcal_mol=168.7 gap_ha=0.3621
C 1.18 0.41 1.75
C 0.63 0.21 0.39
C 2.08 -0.96 2.01
C 2.80 -0.93 3.51
C 1.08 -2.13 1.76
C -1.40 0.38 -1.00
C -1.06 -0.78 -1.84
C -1.00 1.54 -1.80
C -2.05 1.68 -2.92
H 0.85 1.00 3.54
H 0.07 -0.33 3.15
H 1.95 1.27 1.63
H 2.92 -0.89 1.17
H 3.54 -0.14 3.77
H 3.32 -2.03 3.46
H 2.18 -1.06 4.57
H -0.28 -1.82 2.11
H 1.33 -3.24 2.48
H 0.99 -2.24 0.54
H -1.19 0.41 1.24
H -2.48 0.37 -0.68
H 0.00 1.31 -2.26
H -1.86 2.43 -0.36
H -3.00 2.07 -2.30
H -1.88 2.44 -3.62
H -2.11 0.64 -3.43
H -1.40 -2.77 -1.71
N 0.29 0.65 2.82
N -0.71 0.32 0.26
O 1.33 0.00 -0.58
O -0.77 -0.89 -2.97
O -0.85 2.73 -1.03
O -1.41 -1.92 -1.18

21
Properties=species:S:1:pos:R:3 method="wB97M-V/def2-TZVPD" e_homo_ev=-9.747 largest_force_ev_per_a=3.93 de_lowest_kcal_mol=40.0 smiles="N#C/C(Cl)=C/[C@H]1CCC(=O)C=C1O" gap_ha=0.3467
C -4.35 0.52 -0.85
C 1.58 1.29 0.31
C 0.24 1.37 0.54
C 2.23 0.02 -0.03
C 1.25 -1.16 0.25
C -0.06 -0.91 -0.36
C -1.97 0.73 -0.27
C -0.69 0.27 0.44
C -3.20 0.22 -0.11
N -5.24 0.73 -1.54
O 3.37 -0.16 -0.41
O -0.25 2.52 1.04
Cl -3.45 -1.05 1.13
H 2.25 2.12 0.42
H 1.62 -2.08 -0.12
H 1.08 -1.11 1.38
H 0.05 -0.44 -1.41
H -0.85 -1.65 -0.28
H -1.06 2.45 1.60
H -1.83 1.48 -1.04
H -1.19 -0.26 1.36

7
Properties=species:S:1:pos:R:3 method="wB97M-V/def2-TZVPD" e_homo_ev=-15.810 largest_force_ev_per_a=6.58 charge=+1 de_lowest_kcal_mol=28.5 smiles="[NH2+]=P(Cl)(Cl)Cl" gap_ha=0.3635
N -0.38 0.02 0.18
P -2.29 -0.07 -0.05
Cl -3.11 -1.53 0.96
Cl -2.90 1.83 0.32
Cl -2.29 -0.20 -1.99
H 0.02 -0.24 1.01
H -0.25 0.96 -0.09

180
Properties=species:S:1:pos:R:3 method="wB97M-V/def2-TZVPD" e_homo_ev=-13.522 largest_force_ev_per_a=7.10 charge=+4 de_lowest_kcal_mol=0.0 gap_ha=0.0688
Mg 1.04 0.17 -3.11
C 0.94 -1.27 -6.76
C 0.12 -0.02 -6.29
C -1.31 -0.01 -6.87
O 0.22 0.28 -4.90
H 0.81 -1.50 -7.82
H 0.77 -2.18 -6.18
H 2.00 -1.08 -6.58
H 0.59 0.83 -6.78
H -1.96 -0.76 -6.42
H -1.11 0.02 -7.94
H -1.92 0.87 -6.63
C 2.73 1.45 -9.49
C 2.01 2.60 -8.77
C 2.83 2.98 -7.53
N 2.19 4.24 -6.83
C 0.59 4.16 -6.69
C 0.00 5.29 -5.75
C 0.64 5.28 -4.41
C 2.21 5.38 -4.50
C 2.82 4.33 -5.42
C 2.45 5.53 -7.62
H 2.23 1.36 -10.45
H 2.51 0.48 -9.05
H 3.81 1.56 -9.52
H 1.00 2.32 -8.46
H 2.03 3.52 -9.35
H 3.86 3.19 -7.83
H 2.82 2.22 -6.76
H 0.34 3.18 -6.30
H 0.09 4.25 -7.66
H -1.06 5.12 -5.60
H 0.09 6.28 -6.20
H 0.47 4.31 -3.96
H 0.38 5.93 -3.58
H 2.62 5.24 -3.50
H 2.54 6.41 -4.65
H 2.57 3.43 -4.87
H 3.90 4.41 -5.52
H 2.19 6.45 -7.10
H 1.86 5.54 -8.54
H 3.50 5.67 -7.86
C -1.62 -8.13 -8.80
C -1.26 -7.27 -7.67
C -2.12 -5.98 -7.44
N -1.72 -5.13 -6.19
C -2.71 -3.91 -6.07
C -2.63 -3.00 -4.80
C -2.91 -3.84 -3.59
C -1.88 -5.00 -3.53
C -1.91 -5.91 -4.78
C -0.27 -4.69 -6.26
H -0.98 -9.01 -8.86
H -1.65 -7.63 -9.77
H -2.65 -8.50 -8.80
H -0.25 -7.00 -7.96
H -1.06 -7.88 -6.78
H -3.14 -6.22 -7.12
H -2.26 -5.36 -8.32
H -3.72 -4.32 -6.06
H -2.48 -3.37 -6.99
H -3.28 -2.14 -4.97
H -1.64 -2.54 -4.77
H -3.93 -4.24 -3.67
H -2.94 -3.16 -2.75
H -2.04 -5.61 -2.65
H -0.85 -4.65 -3.45
H -2.93 -6.28 -4.86
H -1.31 -6.82 -4.68
H 0.37 -5.56 -6.13
H -0.06 -4.10 -5.38
H -0.21 -4.14 -7.20
C -4.16 -6.27 -11.52
C -4.69 -4.83 -11.48
C -4.21 -4.06 -10.20
N -4.96 -2.66 -10.00
C -6.48 -2.89 -9.87
C -7.22 -1.61 -9.53
C -6.75 -0.81 -8.34
C -5.19 -0.70 -8.37
C -4.47 -1.95 -8.70
C -4.48 -1.75 -11.18
H -4.14 -6.71 -10.52
H -3.15 -6.30 -11.93
H -4.74 -6.91 -12.17
H -5.77 -4.96 -11.48
H -4.52 -4.41 -12.47
H -3.15 -3.81 -10.30
H -4.43 -4.52 -9.24
H -6.63 -3.62 -9.07
H -6.80 -3.30 -10.82
H -8.29 -1.73 -9.39
H -7.11 -0.90 -10.35
H -6.94 -1.33 -7.40
H -7.38 0.08 -8.30
H -4.80 -0.33 -7.43
H -4.96 -0.01 -9.19
H -4.84 -2.59 -7.89
H -3.40 -1.77 -8.63
H -3.43 -1.67 -10.91
H -5.05 -0.82 -11.19
H -4.62 -2.26 -12.13
C -4.50 3.96 -9.79
N -3.67 4.81 -8.87
C -3.16 3.84 -7.86
C -2.48 5.33 -9.70
C -4.39 6.07 -8.31
C -5.42 5.72 -7.22
O -6.54 5.13 -7.76
H -3.82 3.23 -10.23
H -5.03 4.60 -10.50
H -5.20 3.40 -9.18
H -2.57 3.12 -8.43
H -3.98 3.31 -7.37
H -2.60 4.47 -7.18
H -1.65 5.54 -9.04
H -2.85 6.20 -10.25
H -2.16 4.61 -10.45
H -4.75 6.81 -9.02
H -3.55 6.58 -7.84
H -5.79 6.66 -6.81
H -5.03 5.20 -6.34
H -6.83 4.42 -7.18
C 4.65 -0.46 -6.80
N 6.08 -0.14 -6.24
C 6.02 0.70 -4.93
C 6.57 -1.54 -5.86
C 6.87 0.55 -7.38
C 8.45 0.28 -7.29
O 8.96 0.30 -5.97
H 4.69 -1.27 -7.53
H 4.37 0.50 -7.24
H 4.07 -0.73 -5.92
H 5.82 1.74 -5.18
H 6.96 0.57 -4.40
H 5.19 0.33 -4.33
H 6.78 -2.21 -6.70
H 5.91 -1.95 -5.09
H 7.57 -1.47 -5.42
H 6.49 1.57 -7.32
H 6.58 0.18 -8.36
H 8.92 1.03 -7.93
H 8.67 -0.66 -7.81
H 9.04 1.15 -5.52
C -4.58 2.94 -3.15
N -3.21 2.19 -3.19
C -3.40 0.89 -4.10
C -2.14 3.10 -3.84
C -2.68 1.75 -1.74
C -3.41 0.63 -1.09
O -4.80 0.95 -0.87
H -5.41 2.23 -3.15
H -4.75 3.49 -4.08
H -4.53 3.63 -2.30
H -3.75 1.19 -5.09
H -4.06 0.15 -3.63
H -2.38 0.50 -4.06
H -2.02 3.81 -3.03
H -2.62 3.57 -4.70
H -1.17 2.64 -4.06
H -2.48 2.58 -1.07
H -1.66 1.44 -1.93
H -2.98 0.32 -0.13
H -3.45 -0.27 -1.70
H -5.34 0.20 -1.14
O 0.90 -2.58 -10.61
C -0.23 -3.22 -10.43
O -1.11 -2.72 -9.72
O -0.41 -4.33 -11.01
H 0.58 -1.84 -10.09
O 1.67 -3.80 -3.57
C 2.37 -2.72 -3.85
O 2.12 -1.55 -3.43
O 3.32 -2.90 -4.61
H 2.37 -4.28 -4.03
O -0.32 0.70 -10.14
C -1.17 1.47 -10.74
O -2.36 1.11 -10.62
O -0.82 2.55 -11.17
H -1.20 0.37 -9.95

59
Properties=species:S:1:pos:R:3 method="wB97M-V/def2-TZVPD" e_homo_ev=-10.227 largest_force_ev_per_a=0.90 charge=+1 de_lowest_kcal_mol=5.7 smiles=CCN(CC)CCC[C@@H](C)Nc1c2ccc(Cl)cc2[nH+]c2ccc(OC)cc12 gap_ha=0.2304
C -4.78 -1.24 1.48
C -5.15 0.04 0.72
H -6.19 -0.03 0.40
H -5.07 0.89 1.39
N -4.27 0.24 -0.42
H 5.72 1.27 0.10
C -3.61 1.52 -0.49
C -2.43 1.59 0.49
H -2.80 1.41 1.50
H -2.00 2.59 0.46
C -1.39 0.54 0.13
H -1.88 -0.43 0.06
H -0.97 0.77 -0.85
C -0.24 0.46 1.16
N 0.90 -0.23 0.58
C 2.08 0.21 0.18
C 2.42 1.59 0.00
C 1.48 2.62 -0.21
C 1.86 3.93 -0.31
C 3.22 4.28 -0.19
C 4.17 3.30 -0.06
C 3.79 1.95 0.00
N 4.75 0.99 0.06
C 4.47 -0.34 -0.07
C 5.50 -1.27 -0.19
C 5.23 -2.61 -0.34
C 3.89 -3.06 -0.36
C 2.87 -2.14 -0.21
C 3.12 -0.77 -0.05
H 1.86 -2.53 -0.26
O 3.52 -4.34 -0.52
C 4.50 -5.34 -0.69
H 3.95 -6.27 -0.81
H 5.15 -5.41 0.18
H 5.10 -5.16 -1.59
H 6.04 -3.31 -0.44
H 6.52 -0.93 -0.19
H 5.22 3.56 -0.03
Cl 3.68 5.93 -0.27
H 1.13 4.70 -0.48
H 0.45 2.38 -0.36
H 0.80 -1.24 0.63
C -0.66 -0.32 2.40
H -1.49 0.18 2.89
H 0.16 -0.39 3.11
H -0.98 -1.33 2.14
H 0.07 1.46 1.46
H -3.23 1.66 -1.50
H -4.30 2.35 -0.27
C -4.77 -0.28 -1.68
C -5.86 0.57 -2.34
H -6.72 0.69 -1.69
H -6.19 0.08 -3.25
H -5.48 1.56 -2.60
H -5.16 -1.28 -1.49
H -3.92 -0.37 -2.36
H -4.84 -2.10 0.82
H -5.47 -1.39 2.31
H -3.77 -1.17 1.87

11
Properties=species:S:1:pos:R:3 method="wB97M-V/def2-TZVPD" e_homo_ev=-10.944 largest_force_ev_per_a=4.60 de_lowest_kcal_mol=76.6 smiles=C[SiH2]CF gap_ha=0.4400
C 1.39 -0.17 -0.70
C -1.11 0.72 1.03
F -0.28 0.43 2.22
Si -0.50 -0.42 -0.43
H 1.86 -1.06 -0.47
H 1.64 -0.10 -1.76
H 1.78 0.52 0.04
H -0.76 1.65 0.83
H -2.08 0.48 1.29
H -1.14 -0.15 -1.94
H -0.80 -1.91 -0.13

17
Properties=species:S:1:pos:R:3 method="wB97M-V/def2-TZVPD" e_homo_ev=-8.904 largest_force_ev_per_a=0.69 de_lowest_kcal_mol=16.7 smiles="C/C=C/CCN" gap_ha=0.3711
C 0.15 -0.82 -1.94
C 0.39 0.42 -1.09
C 0.07 0.26 0.36
C -0.39 1.22 1.15
C -0.61 1.07 2.62
N 0.77 -2.01 -1.33
H 0.59 -0.69 -2.92
H -0.94 -0.95 -2.05
H -0.23 1.23 -1.50
H 1.44 0.73 -1.25
H 0.33 -0.70 0.81
H -0.69 2.17 0.72
H -0.26 0.13 3.04
H -1.67 1.14 2.90
H -0.13 1.91 3.12
H 0.19 -2.40 -0.61
H 0.98 -2.71 -2.02